DFT (ωB97M-V with the def2-TZVPD basis set) results for a structure of composition C3H35O16 in a non-equilibrium geometry.

As for the charge: -1. The lowest unoccupied orbital energy is 2.215 eV.

Last column: natural (NBO) charge in e.
Cartesian coordinates (Å):
1 C 1.381 1.724 -1.082  -0.0502
2 O 2.060 0.416 -0.862  -0.8247
3 C 0.638 2.109 0.187  -0.5110
4 C 0.300 3.620 0.011  -0.0623
5 O -0.678 4.037 1.011  -0.7370
6 H 2.183 2.465 -1.328  0.1756
7 H 0.664 1.646 -1.865  0.1509
8 H 1.157 1.943 1.163  0.2221
9 H -0.338 1.307 0.138  0.2513
10 H 1.094 4.266 0.125  0.1674
11 H -0.181 3.867 -0.913  0.1623
12 H -0.775 3.272 1.523  0.4714
13 H 1.183 -1.113 2.921  0.4480
14 H 1.057 -0.512 1.676  0.4899
15 O 1.805 -0.594 2.361  -0.9840
16 H 1.359 -0.094 -0.300  0.5139
17 H 0.471 -1.930 0.413  0.4644
18 O 0.239 -1.094 0.350  -1.1116
19 H -1.621 -1.550 -3.463  0.4817
20 H -1.800 -1.005 -1.896  0.5050
21 O -1.995 -1.692 -2.560  -1.0362
22 H 3.698 0.853 -0.810  0.4878
23 H 3.791 0.219 0.478  0.4628
24 O 4.364 0.753 -0.109  -0.9676
25 H -2.057 1.254 2.988  0.4693
26 H -3.425 1.293 2.626  0.4610
27 O -2.650 1.785 2.645  -0.9533
28 H 0.052 0.946 -3.047  0.4552
29 H 0.936 -0.235 -3.347  0.4817
30 O 0.703 0.618 -3.691  -0.9310
31 H 3.843 -1.037 -2.042  0.4702
32 H 2.635 -1.947 -2.001  0.4934
33 O 3.354 -1.595 -2.634  -0.9729
34 H -2.005 -0.783 3.414  0.5059
35 H -0.633 -0.331 3.200  0.4409
36 O -1.304 -0.109 3.677  -0.9432
37 H -2.483 -1.973 1.493  0.4894
38 H -0.947 -1.445 1.417  0.4953
39 O -1.717 -1.845 1.996  -1.0331
40 H 0.444 -2.551 -1.513  0.4905
41 H 1.082 -3.799 -0.778  0.4607
42 O 1.090 -3.269 -1.602  -0.9428
43 H -3.541 -1.420 -0.979  0.4901
44 H -2.822 -2.732 -0.531  0.4773
45 O -3.711 -2.261 -0.485  -0.9665
46 H -3.160 2.681 0.609  0.5081
47 H -3.807 1.805 -0.567  0.4668
48 O -3.752 1.812 0.395  -0.9756
49 H -0.812 -0.456 -0.058  0.5109
50 H -2.476 0.056 -0.051  0.4774
51 O -1.770 0.083 -0.654  -1.0954
52 H 3.280 -1.836 1.079  0.4840
53 H 2.407 -3.103 0.842  0.4428
54 O 3.192 -2.519 0.431  -0.9271



DFT (ωB97M-V with the def2-TZVPD basis set) results for a cluster of 10 separate species, C6H35N2O9 in total in a non-equilibrium geometry.

As for the charge: 0. The lowest unoccupied orbital energy (spin up / spin down) is -0.006 / -0.091 eV. The spin multiplicity is 2.

Last column: natural (NBO) charge in e.
Cartesian coordinates (Å):
1 C 3.748 -0.862 -0.226  -0.6706
2 C 2.420 -0.163 -0.027  -0.0658
3 C 1.577 -0.943 0.864  -0.4215
4 C 0.179 -0.242 1.015  -0.4117
5 C -0.806 -1.389 0.793  -0.5046
6 C -1.500 -1.811 1.982  -0.2387
7 N -2.799 -0.961 2.032  -0.8919
8 N 1.685 -0.325 -1.378  -0.7648
9 H 4.461 -0.484 0.630  0.2157
10 H 3.705 -1.966 -0.326  0.2326
11 H 4.230 -0.701 -1.110  0.2111
12 H 2.447 1.010 0.158  0.2352
13 H 1.422 -2.058 0.444  0.2333
14 H 2.072 -1.033 1.807  0.2190
15 H -0.018 0.508 0.256  0.1782
16 H 0.185 0.216 1.891  0.2246
17 H -0.473 -2.192 0.091  0.2652
18 H -1.423 -0.943 -0.029  0.2166
19 H -1.708 -2.882 2.074  0.1877
20 H -0.800 -1.586 2.866  0.1877
21 H -3.413 -1.135 2.922  0.3606
22 H -3.304 -1.375 1.235  0.3645
23 H 2.305 -0.182 -2.160  0.3981
24 H 1.089 0.495 -1.407  0.4472
25 H 1.265 -1.281 -1.509  0.4586
26 H -2.500 -1.837 -2.291  0.5082
27 H -2.198 -1.105 -3.821  0.4809
28 O -2.028 -1.726 -3.114  -1.0750
29 H -2.743 -3.664 -0.556  0.4573
30 H -2.434 -3.970 -1.996  0.4760
31 O -2.374 -3.269 -1.297  -1.0380
32 H -0.142 2.746 -0.762  0.5183
33 H -1.188 1.515 -0.580  0.4825
34 O -0.892 2.219 -1.189  -1.0024
35 H -0.823 0.737 -3.934  0.4526
36 H -0.830 1.358 -2.560  0.4884
37 O -0.467 0.625 -3.032  -1.0398
38 H -2.443 1.092 2.226  0.5144
39 H -2.553 2.625 2.102  0.4828
40 O -1.921 1.835 1.860  -0.9821
41 H 0.074 2.231 4.161  0.4865
42 H -0.537 1.926 2.752  0.4953
43 O 0.253 1.941 3.216  -0.9811
44 H 1.970 3.200 0.418  0.5275
45 H 1.859 3.687 -1.204  0.4907
46 O 1.525 3.165 -0.504  -1.0351
47 H -0.232 -2.116 -2.530  0.5063
48 H 0.966 -3.214 -2.800  0.3842
49 O 0.631 -2.536 -2.067  -1.2711
50 H 2.405 3.532 2.812  0.4893
51 H 1.109 2.838 2.200  0.4994
52 O 1.808 3.430 2.068  -0.9820



DFT (ωB97M-V with the def2-TZVPD basis set) results for a structure of composition C33H45GeNO5P2Pb in a non-equilibrium geometry.

As for the charge: -2. The lowest unoccupied orbital energy is 4.380 eV.

Last column: Mulliken charge in e.
Cartesian coordinates (Å):
1 Pb -0.590 -0.689 1.251  0.4956
2 O -1.180 -1.202 4.607  -0.5798
3 C -0.241 -1.923 3.873  0.5823
4 O 0.967 -1.757 4.134  -0.6760
5 C -0.878 -3.203 3.350  -0.6870
6 O -0.652 -3.417 1.970  -0.2579
7 C -1.748 -4.002 1.294  -0.4455
8 C -3.054 -3.121 1.256  0.4290
9 O -4.116 -3.736 1.395  -0.8199
10 O -2.903 -1.898 1.062  -0.5660
11 H -0.756 -0.348 4.789  0.1663
12 H -1.949 -3.114 3.553  0.4163
13 H -0.471 -4.067 3.907  0.2786
14 H -1.994 -4.989 1.720  0.2523
15 H -1.405 -4.125 0.262  0.2722
16 C 3.755 -1.831 3.028  -1.6974
17 P 2.378 -1.094 2.002  0.9150
18 C 3.112 -1.528 0.363  -0.9921
19 C 2.945 0.677 1.999  -0.9015
20 C 2.652 1.290 3.353  -1.3198
21 P 0.856 1.044 3.768  1.0330
22 C 0.965 1.698 5.536  -1.6734
23 C 0.146 2.648 3.054  -1.5376
24 H 4.740 -1.464 2.730  0.4014
25 H 3.713 -2.909 2.882  0.4128
26 H 3.575 -1.630 4.081  0.3958
27 H 4.137 -1.171 0.257  0.4322
28 H 2.456 -1.076 -0.385  -0.2291
29 H 3.085 -2.609 0.236  0.4005
30 H 2.359 1.157 1.212  0.1452
31 H 4.010 0.750 1.748  0.6970
32 H 2.921 2.355 3.405  0.5680
33 H 3.220 0.753 4.117  0.4466
34 H 1.484 2.656 5.611  0.4105
35 H 1.481 0.959 6.149  0.3898
36 H -0.052 1.809 5.917  0.4555
37 H 0.932 3.417 2.948  0.2623
38 H -0.564 3.000 3.807  0.6309
39 H 0.040 2.258 1.033  0.1676
40 C -2.888 2.670 2.482  -1.7788
41 C -1.771 3.117 1.528  1.7780
42 C -1.557 4.644 1.627  -1.9102
43 C -2.169 2.773 0.093  -1.7100
44 N -0.567 2.367 1.838  0.4560
45 H -3.855 3.032 2.138  0.5131
46 H -2.725 3.047 3.490  0.4077
47 H -2.908 1.582 2.516  0.2209
48 H -2.483 5.176 1.416  0.4768
49 H -0.808 4.956 0.900  0.3801
50 H -1.216 4.928 2.622  0.3503
51 H -3.092 3.280 -0.184  0.6164
52 H -2.297 1.697 0.004  0.0878
53 H -1.389 3.070 -0.605  0.4830
54 C 0.390 -0.072 -0.533  -0.5729
55 Ge 0.000 -0.383 -2.344  1.7268
56 C -1.688 -1.193 -3.136  -0.5561
57 C -1.879 -1.334 -4.504  0.0020
58 C -3.041 -1.890 -5.013  -0.5989
59 C -4.046 -2.312 -4.157  -0.3599
60 C -3.875 -2.169 -2.790  -0.4345
61 C -2.707 -1.617 -2.295  -0.3855
62 C 1.469 -1.473 -3.211  -0.1499
63 C 1.226 -2.763 -3.674  -0.3554
64 C 2.255 -3.611 -4.038  -0.7017
65 C 3.572 -3.184 -3.961  -0.3823
66 C 3.841 -1.916 -3.472  -0.8513
67 C 2.803 -1.091 -3.090  0.0441
68 C 0.011 1.373 -3.386  -0.5109
69 C 1.139 1.952 -3.955  0.0022
70 C 1.136 3.255 -4.422  -0.6691
71 C -0.013 4.023 -4.334  -0.3812
72 C -1.155 3.467 -3.779  -0.5093
73 C -1.129 2.169 -3.309  -0.3047
74 H -1.100 -1.004 -5.184  0.3342
75 H -3.166 -2.002 -6.087  0.3391
76 H -4.958 -2.749 -4.554  0.3351
77 H -4.647 -2.497 -2.105  0.4946
78 H -2.577 -1.515 -1.225  0.1035
79 H 0.201 -3.105 -3.748  0.2927
80 H 2.033 -4.615 -4.384  0.3806
81 H 4.381 -3.841 -4.258  0.3394
82 H 4.868 -1.577 -3.381  0.3497
83 H 3.025 -0.122 -2.665  0.3732
84 H 2.042 1.364 -4.045  0.2019
85 H 2.035 3.681 -4.855  0.3729
86 H -0.016 5.050 -4.678  0.3300
87 H -2.063 4.057 -3.711  0.3470
88 H -2.020 1.744 -2.865  0.3099



DFT (ωB97M-V with the def2-TZVPD basis set) results for a cluster of 2 separate species, C4H6N2O in total in a non-equilibrium geometry.

As for the charge: 0. The lowest unoccupied orbital energy is 0.963 eV.

Last column: natural (NBO) charge in e.
Cartesian coordinates (Å):
1 C -2.110 0.427 -1.235  0.7202
2 C -1.977 -0.731 -1.776  -0.7541
3 C -0.843 1.640 1.185  -0.2452
4 C 1.377 0.792 0.283  -0.1184
5 N 0.300 -0.246 0.053  -0.3116
6 N 0.047 0.831 0.698  -0.0654
7 O -2.219 1.552 -0.948  -0.4892
8 H -1.037 -1.005 -2.015  0.2663
9 H -2.639 -1.526 -1.636  0.2538
10 H -1.863 1.408 1.094  0.2030
11 H -0.609 2.556 1.697  0.2039
12 H 2.133 0.784 1.000  0.1705
13 H 1.673 1.420 -0.495  0.1661



Energy relative to the best compared isomer or geometry (same formula, charge and spin): 4.705 1.654 2.688 6.246 (eV)